No. 1
49
Properties=species:S:1:pos:R:3:mulliken_charge:R:1 method="wB97M-V/def2-TZVPD" charge=+2 e_above_lowest_kcal_mol=123.1 lumo_ev=-4.99
C 1.3375 0.9419 1.1794 0.06
C 0.9887 -0.5254 1.3322 -0.73
C -0.4369 -0.7505 1.8839 0.36
C -0.6657 -0.6988 3.1623 -1.41
C -1.3556 -2.6918 0.6709 -0.07
N -1.4696 -1.1918 1.0068 0.41
N 1.7197 1.3306 -0.2554 -0.06
H 2.2311 1.4666 1.7648 0.39
H 0.3123 1.4786 1.4291 -0.29
H 1.0674 -1.4153 0.6332 0.56
H 1.7498 -0.9149 2.0671 0.38
H 0.1429 -0.6186 3.9444 0.29
H -1.5624 -1.1185 3.7005 0.33
H -1.2484 -2.6718 -0.4936 0.15
H -2.3177 -3.1812 0.9586 0.40
H -1.6675 -0.5918 0.1887 0.17
H 1.7942 2.4253 -0.2771 0.43
H 0.9296 0.9930 -0.9083 0.05
H 2.5178 0.8197 -0.5211 0.36
H -1.3326 2.4021 0.6663 0.26
H -1.7735 3.3571 -0.4681 0.28
O -1.0630 2.9392 -0.1131 -0.52
H -3.7962 0.8843 2.3559 0.34
H -0.3582 -3.9403 1.9382 0.38
O -0.1566 -3.0903 1.3911 -0.52
H -2.4107 -0.8842 1.4514 0.47
H -3.7428 1.5942 0.9592 0.27
O -3.6802 0.7528 1.3568 -0.64
H 3.7578 -2.2423 0.9465 0.35
H 4.6865 -1.3117 1.3952 0.31
O 3.8661 -1.2285 0.9043 -0.71
H -1.3070 -0.3560 -2.0528 0.42
H -0.9534 1.1775 -1.8808 0.27
O -1.5332 0.3616 -1.4154 -0.68
H 4.0841 -0.7569 -0.7732 0.40
H 4.2613 0.2208 -1.9866 0.33
O 3.5866 -0.2370 -1.4639 -0.73
H -1.9337 -2.4833 -3.2429 0.27
H -0.3923 -2.1887 -3.2814 0.35
O -1.2470 -2.0616 -2.7631 -0.67
H -1.7962 3.3570 2.5944 0.27
H -0.9466 2.5544 3.5410 0.25
O -1.1224 2.6406 2.6159 -0.54
H 0.6006 -0.2208 -5.2384 0.30
H -0.8468 -0.7867 -4.9389 0.34
O 0.0796 -0.7849 -4.5730 -0.65
H 0.2526 3.1716 -3.1320 0.26
H 0.8164 1.7926 -3.4693 0.27
O 0.3334 2.2821 -2.7898 -0.52

No. 2
13
Properties=species:S:1:pos:R:3:mulliken_charge:R:1 method="wB97M-V/def2-TZVPD" e_above_lowest_kcal_mol=170.0 lumo_ev=0.26
C -0.8653 0.6684 -0.4693 -0.37
C -1.6652 1.5812 0.2996 -0.93
C 2.0608 -0.8848 -0.2349 -0.96
O 1.4232 1.5020 0.7940 -0.60
S 0.9052 0.5769 -0.2220 0.59
H -0.7391 -0.8681 0.4448 0.03
H -1.2957 1.7018 1.3079 0.30
H -1.7513 2.5485 -0.1065 0.36
H -2.6662 1.3450 0.5032 0.36
H 1.9091 -1.4312 0.7506 0.31
H 1.4628 -1.4198 -0.9807 0.38
H 3.0335 -0.6970 -0.5014 0.40
H 1.3707 1.0323 -1.4864 0.14

Please write out number 2 again, unchanged.
13
Properties=species:S:1:pos:R:3:mulliken_charge:R:1 method="wB97M-V/def2-TZVPD" e_above_lowest_kcal_mol=170.0 lumo_ev=0.26
C -0.8653 0.6684 -0.4693 -0.37
C -1.6652 1.5812 0.2996 -0.93
C 2.0608 -0.8848 -0.2349 -0.96
O 1.4232 1.5020 0.7940 -0.60
S 0.9052 0.5769 -0.2220 0.59
H -0.7391 -0.8681 0.4448 0.03
H -1.2957 1.7018 1.3079 0.30
H -1.7513 2.5485 -0.1065 0.36
H -2.6662 1.3450 0.5032 0.36
H 1.9091 -1.4312 0.7506 0.31
H 1.4628 -1.4198 -0.9807 0.38
H 3.0335 -0.6970 -0.5014 0.40
H 1.3707 1.0323 -1.4864 0.14